1.
Molecular formula: C13H16O3S2
Method: DFT, wB97M-V/def2-TZVPD

```
34
C13H16O3S2 wB97M-V/def2-TZVPD
O -1.774 1.568 -2.065
O -0.720 -1.369 -0.583
O -3.294 0.039 -1.448
S 1.347 -0.048 3.338
S 2.988 1.304 1.289
C -2.069 0.564 -1.463
C -0.988 -0.027 -0.656
C -0.108 0.694 0.142
C 0.369 -1.520 0.229
C 0.793 -0.310 0.709
C -4.299 0.687 -2.295
C -0.040 2.176 0.332
C 2.322 1.399 3.896
C 3.538 1.597 2.994
C 1.035 -2.821 0.485
C 1.968 -0.171 1.620
C 2.142 -2.704 1.509
C 2.876 -1.376 1.425
H -4.459 1.711 -1.990
H -5.248 0.150 -2.318
H -3.899 0.693 -3.303
H 0.363 2.353 1.317
H 0.637 2.584 -0.440
H -1.002 2.686 0.245
H 1.667 2.284 3.822
H 2.587 1.254 4.964
H 4.362 0.911 3.333
H 3.935 2.615 3.085
H 1.476 -3.143 -0.461
H 0.352 -3.571 0.832
H 1.727 -2.797 2.508
H 2.845 -3.552 1.336
H 3.625 -1.325 2.206
H 3.423 -1.311 0.476
```

* SMILES: COC(=O)c1oc2c(c1C)C1(CCC2)SCCS1
* E_HOMO: -0.306 Ha
* gap between HOMO and LUMO: 8.95 eV
* total charge: 0

***

2.
Molecular formula: C13H17AsCl3N2O8PdS2
Method: DFT, wB97M-V/def2-TZVPD

```
47
C13H17AsCl3N2O8PdS2 wB97M-V/def2-TZVPD
Pd -0.159 1.461 1.505
O -0.816 -1.692 2.436
As -0.579 -1.595 0.703
O -1.602 -2.586 -0.090
O -0.759 0.027 0.242
C 1.225 -2.246 0.385
C 1.253 -3.566 -0.055
C 2.460 -4.212 -0.286
C 3.652 -3.539 -0.077
C 3.637 -2.219 0.348
C 2.431 -1.571 0.572
S 2.517 0.161 1.007
O 3.843 0.384 1.515
O 1.473 0.295 2.075
O 2.157 0.891 -0.196
H -0.784 -0.819 2.858
H 0.308 -4.071 -0.215
H 2.463 -5.241 -0.623
H 4.599 -4.038 -0.245
H 4.554 -1.672 0.517
C -3.834 0.174 -3.209
C -2.905 0.127 -2.009
N -2.774 1.437 -1.353
C -1.638 2.047 -0.999
S -1.644 2.945 0.506
N -0.536 2.037 -1.725
C -0.289 1.440 -3.032
C 0.552 0.173 -2.960
H -3.943 -0.825 -3.634
H -3.454 0.842 -3.985
H -4.826 0.529 -2.922
H -1.921 -0.240 -2.272
H -3.266 -0.576 -1.258
H -3.485 1.609 -0.659
H 0.286 2.340 -1.217
H 0.235 2.197 -3.621
H -1.246 1.272 -3.521
H 1.499 0.374 -2.460
H 0.748 -0.195 -3.969
H 0.054 -0.609 -2.387
Cl 1.588 1.857 5.884
C 0.247 2.910 5.390
Cl -1.009 2.896 6.639
Cl 0.845 4.569 5.204
C -0.298 2.320 4.043
O 0.268 2.772 2.996
O -1.123 1.427 4.153
```

* E_HOMO: -0.221 Ha
* gap between HOMO and LUMO: 8.45 eV
* total charge: -1

***

3.
Molecular formula: C13H17BBeF4N2
Method: DFT, wB97M-V/def2-TZVPD

```
38
C13H17BBeF4N2 wB97M-V/def2-TZVPD
C -0.558 -4.848 0.463
C -1.166 -4.422 1.785
H -1.299 -4.772 -0.340
H -0.252 -5.903 0.498
H 0.318 -4.254 0.166
H -1.176 -3.338 1.841
H -2.204 -4.766 1.865
H -0.598 -4.760 2.655
C 1.454 0.025 -2.129
C 1.751 0.638 -3.338
C 1.642 2.028 -3.418
C 1.187 2.769 -2.320
H 1.461 -1.066 -1.999
H 2.015 -0.013 -4.169
H 1.909 2.519 -4.344
H 1.028 3.843 -2.337
N 1.056 0.751 -1.082
C 0.883 2.093 -1.131
C 0.221 2.581 0.093
N -0.103 1.551 0.935
C -0.742 1.796 2.087
C -0.803 4.148 1.618
C -1.103 3.082 2.480
H -0.991 0.923 2.686
H -1.612 3.232 3.437
C -0.164 3.897 0.391
H 0.065 4.670 -0.347
H -1.043 5.176 1.907
Be 0.477 0.047 0.368
C 1.747 -0.569 1.343
H 1.760 -0.409 2.426
H 2.729 -0.276 0.971
H 1.668 -1.639 1.208
F -0.570 -1.018 -0.137
B -2.057 -0.944 -0.935
F -2.565 -2.202 -0.759
F -2.656 0.060 -0.199
F -1.709 -0.631 -2.235
```

* E_HOMO: -0.319 Ha
* gap between HOMO and LUMO: 7.63 eV
* total charge: 0

***

4.
Molecular formula: C13H17BN4O3PS
Method: DFT, wB97M-V/def2-TZVPD

```
40
C13H17BN4O3PS wB97M-V/def2-TZVPD
O -5.328 1.093 2.126
B -5.326 -0.411 2.199
O -5.565 -0.993 3.548
O -5.044 -1.241 0.974
N -4.560 -0.307 0.097
N -5.476 0.252 -0.823
N -4.776 1.193 -1.569
C -3.340 1.159 -1.059
N -3.232 0.115 0.063
P -1.800 -0.372 1.016
S -0.513 1.106 0.878
H -4.350 1.368 2.126
H -5.591 -0.195 4.183
H -2.427 1.806 -1.414
H -1.239 -1.641 0.591
H -2.216 -0.561 2.412
C -0.371 -1.251 -2.860
C 0.161 -1.957 -3.938
C 1.500 -1.787 -4.291
C 2.309 -0.918 -3.559
C 1.777 -0.215 -2.478
C 0.436 -0.378 -2.131
H -1.415 -1.382 -2.587
H -0.467 -2.639 -4.505
H 1.913 -2.331 -5.136
H 3.353 -0.789 -3.831
H 2.408 0.461 -1.906
H 0.021 0.173 -1.292
C 5.450 1.042 1.630
C 4.484 1.332 0.667
C 3.131 1.173 0.965
C 2.743 0.732 2.231
C 3.709 0.446 3.195
C 5.063 0.596 2.894
H 6.504 1.164 1.396
H 4.785 1.682 -0.317
H 2.379 1.392 0.213
H 1.689 0.612 2.465
H 3.407 0.104 4.182
H 5.815 0.368 3.643
```

* E_HOMO: -0.417 Ha
* gap between HOMO and LUMO: 5.13 eV
* total charge: +1

***

5.
Molecular formula: C13H17BNO2Se3TeV
Method: DFT, wB97M-V/def2-TZVPD

```
39
C13H17BNO2Se3TeV wB97M-V/def2-TZVPD
V 3.987 -1.246 1.064
Se 5.375 -2.171 -0.779
Se 7.062 -2.478 0.873
Te 6.378 -0.963 2.795
Se 4.134 -1.855 3.535
C -4.626 -0.952 -1.798
C -3.947 -0.226 -0.631
C -3.778 1.242 -1.019
C -4.862 -0.294 0.598
C -2.605 -0.896 -0.308
C -2.581 -2.245 0.057
C -1.395 -2.911 0.382
C -0.225 -2.188 0.330
O 1.037 -2.589 0.609
B 1.945 -1.447 0.437
O 1.033 -0.376 -0.011
C -0.230 -0.862 -0.034
C -1.391 -0.192 -0.357
H -5.578 -0.470 -2.043
H -4.829 -1.998 -1.559
H -3.995 -0.936 -2.690
H -4.757 1.668 -1.254
H -3.140 1.362 -1.898
H -3.342 1.829 -0.206
H -5.822 0.193 0.395
H -4.397 0.205 1.452
H -5.062 -1.327 0.889
H -3.511 -2.800 0.104
H -1.397 -3.954 0.670
H -1.341 0.854 -0.632
C 5.450 3.753 0.048
C 4.032 3.184 0.035
C 4.010 1.756 0.361
N 3.995 0.641 0.621
H 5.419 4.824 -0.150
H 6.066 3.276 -0.713
H 5.925 3.586 1.014
H 3.567 3.308 -0.943
H 3.395 3.700 0.754
```

* spin multiplicity: 4
* E_HOMO (alpha / beta): -0.125 / -0.149 Ha
* gap between HOMO and LUMO (alpha / beta): 5.77 / 6.38 eV
* total charge: -1

***

6.
Molecular formula: C13H17BeFN2
Method: DFT, wB97M-V/def2-TZVPD

```
34
C13H17BeFN2 wB97M-V/def2-TZVPD
C 0.629 -2.290 -2.020
C -0.685 -1.979 -2.886
H 1.194 -1.471 -1.520
H 1.372 -2.597 -2.766
H 0.488 -3.132 -1.337
H -0.381 -1.949 -3.941
H -1.385 -2.814 -2.760
H -1.273 -1.046 -2.762
C 1.929 -1.467 0.744
C 2.765 -1.335 1.854
C 2.604 -0.219 2.675
C 1.579 0.670 2.388
H 2.030 -2.327 0.073
H 3.510 -2.098 2.029
H 3.262 -0.064 3.525
H 1.401 1.552 2.999
N 1.003 -0.563 0.424
C 0.710 0.422 1.299
C -0.539 1.231 1.172
N -1.145 1.398 -0.004
C -2.328 1.980 -0.104
C -2.308 2.529 2.232
C -2.953 2.589 0.995
H -2.810 1.986 -1.091
H -3.909 3.086 0.836
C -1.106 1.829 2.323
H -0.571 1.702 3.259
H -2.733 3.015 3.103
Be -0.191 -0.903 -1.333
C 0.246 0.616 -2.105
H 0.787 1.332 -1.487
H -0.697 1.099 -2.373
H 0.835 0.461 -3.020
F -1.329 -1.242 -0.420
```

* E_HOMO: -0.289 Ha
* gap between HOMO and LUMO: 8.06 eV
* total charge: 0

***

> What is the total charge in the second record?

-1

***

> What is the formula in the first record?

C13H16O3S2

***

> Which value of total charge does entry 2 give?

-1